(one)
Entry from OMol25: an isolated molecule of C2H6N2S2 (the ωB97M-V functional and the def2-TZVPD basis).

XYZ file:
```
12
C2H6N2S2 | OMol25 | the ωB97M-V functional and the def2-TZVPD basis
H 1.351 0.463 -0.936
H -0.960 1.163 1.024
C 0.974 1.408 -0.293
S -2.596 -0.755 0.024
S 1.146 -1.797 0.121
N -0.254 -1.306 -0.732
H 1.457 1.739 0.851
H 0.688 2.539 -0.758
H 0.389 -1.850 1.427
C -0.940 -0.330 -0.232
H -0.936 -2.077 -0.777
N -0.320 0.803 0.280
```

The LUMO energy comes out at 0.40 eV. Its SMILES is CNC(=S)NS. As for the spin multiplicity: 1. The HOMO energy comes out at -8.361 eV. Its charge is 0.

Taken from the Mulliken analysis, the atomic charges in e are:
1. H 0.260
2. H 0.228
3. C -0.582
4. S -0.418
5. S -0.171
6. N -0.363
7. H 0.240
8. H 0.246
9. H 0.181
10. C 0.286
11. H 0.317
12. N -0.224

***

(two)
Entry from OMol25: an isolated molecule of C2H6N2S2 (the ωB97M-V functional and the def2-TZVPD basis).

XYZ file:
```
12
C2H6N2S2 | OMol25 | the ωB97M-V functional and the def2-TZVPD basis
H -1.193 -0.404 -1.893
C -1.189 -0.958 -0.976
S 2.205 -0.880 1.227
H -2.142 -0.841 -0.429
H 1.330 2.542 0.771
H -1.150 1.125 0.649
N 0.924 -1.259 0.175
H 1.800 0.303 1.728
S 0.710 2.046 -0.328
C -0.073 -0.507 -0.089
H -1.006 -2.017 -1.206
N -0.216 0.849 0.371
```

The LUMO energy comes out at 0.66 eV. Its SMILES is C/C(=N/S)NS. As for the spin multiplicity: 1. The HOMO energy comes out at -8.678 eV. Its charge is 0.

Taken from the Mulliken analysis, the atomic charges in e are:
1. H 0.264
2. C -0.963
3. S -0.093
4. H 0.300
5. H 0.104
6. H 0.278
7. N -0.430
8. H 0.087
9. S -0.116
10. C 0.649
11. H 0.312
12. N -0.392

***

What is the least stable structure shown above? It is (one).